1.
# C5H5F3

One molecule with the formula C5H5F3 in a non-equilibrium geometry (ωB97M-V with the def2-TZVPD basis set, OMol25).

Structure (XYZ):
```
13
Properties=species:S:1:pos:R:3:forces:R:3
C -1.0963 -1.9508 -0.8706 -0.5 -0.6 0.9
C 0.0690 -1.4210 -1.1910 -0.4 -0.6 -0.1
C 0.7831 -0.4227 -0.3714 2.8 -1.4 -1.7
C 0.5241 -0.0092 1.0447 0.1 -0.1 1.1
F -0.5075 -0.5170 1.7633 -0.2 -0.2 0.0
C 0.2809 0.8920 -0.0954 -1.5 2.0 1.4
F -0.9963 1.1788 -0.4884 1.0 0.0 0.4
F 1.0488 2.0076 -0.0299 -0.1 0.0 -1.1
H -1.5552 -2.7818 -1.4022 0.2 0.3 -0.3
H -1.5840 -1.6988 0.0703 0.0 0.2 -0.3
H 0.5764 -1.8199 -2.0628 0.1 0.4 0.0
H 1.8741 -0.4424 -0.5807 -0.7 0.1 0.2
H 1.4183 0.1876 1.6731 -0.8 -0.1 -0.5
```
Forces are in eV/Å.

Results
Electronic energy = -493.0345 Eh
Energy relative to the best compared isomer or geometry (same formula, charge and spin) = 103.1 kJ/mol
HOMO-LUMO gap = 10.89 eV
LUMO = 0.83 eV

=====

2.
# C5H5F4NO4

A 2-piece molecular cluster, C5H5F4NO4 overall in a non-equilibrium geometry (ωB97M-V with the def2-TZVPD basis set, OMol25).

Structure (XYZ):
```
19
Properties=species:S:1:pos:R:3:forces:R:3
C 0.2123 1.4437 -0.1297 -2.0 -3.5 -1.1
C -1.6676 3.3048 0.5227 -0.9 2.1 -0.6
C -2.1181 1.9810 0.0010 -2.1 0.8 0.5
C 1.7949 -2.4667 0.3079 1.9 2.0 0.7
C 1.7636 -3.8029 -0.3980 1.1 1.0 -1.0
N 0.9538 -1.4797 -0.0132 -1.1 -2.4 -0.6
O 0.9666 2.2250 -0.4863 0.1 0.1 0.7
O 1.1080 -0.2239 0.3165 1.1 1.8 0.6
O -0.0757 -1.8660 -0.6122 -0.3 0.8 -0.2
O -1.0179 1.0209 -0.0474 1.7 0.5 -0.1
F 3.0292 -2.1302 0.8588 -1.6 -0.2 -0.6
F 0.8003 -4.5952 -0.0068 -0.4 -0.6 0.3
F 2.9743 -4.4259 -0.2095 -1.3 0.5 -0.1
F 1.6125 -3.6192 -1.7484 0.3 -0.4 0.8
H -1.2290 4.0318 -0.2435 -0.2 -1.4 0.9
H -2.6094 3.9016 0.8733 1.9 -1.3 0.1
H -0.9184 2.9957 1.2492 -0.2 1.2 0.8
H -2.6741 2.1477 -0.9223 0.7 -0.8 -0.6
H -2.9051 1.5576 0.6879 1.3 -0.1 -0.5
```
Forces are in eV/Å.

Results
Electronic energy = -948.4793 Eh
Energy relative to the best compared isomer or geometry (same formula, charge and spin) = 155.0 kJ/mol
HOMO-LUMO gap = 7.85 eV
LUMO = -0.57 eV

=====

3.
# C5H5FIN

One molecule with the formula C5H5FIN in a non-equilibrium geometry (ωB97M-V with the def2-TZVPD basis set, OMol25).

Structure (XYZ):
```
13
Properties=species:S:1:pos:R:3:forces:R:3
F -0.9972 -2.6141 0.5172 0.1 1.0 -0.6
C -0.7244 -1.3626 0.0584 -0.7 -0.7 -1.4
N -1.0612 -1.0494 -1.1315 0.7 0.8 0.7
C -0.6804 0.2926 -1.5412 0.7 0.8 0.3
C 0.1308 1.1106 -0.8131 -1.2 -1.5 -0.1
C 0.5930 0.6581 0.4666 2.0 -0.1 0.5
I 2.8236 0.2935 0.3427 0.0 -0.2 -0.3
C -0.1076 -0.4872 1.0533 -0.2 0.1 1.4
H -0.9846 0.6841 -2.5316 -0.2 -0.9 0.7
H 0.5397 2.0520 -1.0448 -0.1 1.0 -1.2
H 0.7576 1.3269 1.2808 -0.3 1.1 -0.1
H 0.6167 -0.9733 1.7275 -1.0 -0.2 0.0
H -0.9063 0.0687 1.6157 0.2 -1.1 0.0
```
Forces are in eV/Å.

Results
Electronic energy = -645.7988 Eh
Energy relative to the best compared isomer or geometry (same formula, charge and spin) = 14.8 kJ/mol
HOMO-LUMO gap = 8.76 eV
LUMO = -0.37 eV

=====

4.
# C5H5FN

An isolated ion of composition C5H5FN and charge +1 in a non-equilibrium geometry (ωB97M-V with the def2-TZVPD basis set, OMol25).

Structure (XYZ):
```
12
Properties=species:S:1:pos:R:3:forces:R:3
C -0.8839 -0.9485 -1.2905 -2.5 4.9 -2.2
C -1.0134 0.2062 -0.3757 -0.1 1.1 0.4
C -1.4997 1.2830 0.1242 1.6 -0.6 1.0
F -2.1023 2.4084 0.2553 -0.8 0.0 -0.5
C -0.4050 0.7033 1.0191 -2.4 -2.5 -0.4
C 0.6602 1.4346 1.4268 1.4 1.2 0.3
N 1.3512 2.0930 2.0653 3.0 2.0 0.3
H -1.6670 -0.7311 -2.1091 0.7 -1.2 1.5
H -0.8388 -1.8018 -0.7811 -0.5 -3.7 1.7
H -0.0081 -0.8233 -1.8132 2.4 0.2 -1.2
H -0.5858 0.0162 1.8747 -0.5 0.4 -0.4
H 2.2288 2.6862 2.3177 -2.4 -1.7 -0.5
```
Forces are in eV/Å.

Results
Electronic energy = -347.7116 Eh
Energy relative to the best compared isomer or geometry (same formula, charge and spin) = 483.8 kJ/mol
HOMO-LUMO gap = 10.21 eV
Charge = +1
LUMO = -4.55 eV

=====

5.
# C5H5FOS

C5H5FOS as an isolated structure in a non-equilibrium geometry (ωB97M-V with the def2-TZVPD basis set, OMol25).

Structure (XYZ):
```
13
Properties=species:S:1:pos:R:3:forces:R:3
C 0.4366 -1.3404 -0.2779 -0.1 -1.1 -1.2
C 0.7521 0.0736 0.1531 1.2 1.7 2.1
C 0.3366 -0.6731 -1.6265 -1.8 -0.6 -4.2
C -0.2105 0.6239 1.1844 -2.1 -0.5 0.5
C -1.1162 1.6193 0.8893 0.7 -1.3 1.3
H -0.6031 -1.7672 -0.0003 2.1 0.4 0.1
H 1.8088 0.2782 0.5263 -1.1 -0.6 -0.9
H -0.3061 -0.1417 2.2149 0.3 2.7 -3.1
H -1.8720 1.7983 1.7149 0.9 0.2 -1.4
H -1.1420 2.2235 -0.0833 0.2 -1.1 1.7
O 0.5607 0.5806 -1.2719 0.6 -0.3 2.9
F 1.5130 -2.2596 -0.2468 -1.5 0.9 0.4
S -0.1578 -1.0154 -3.1763 0.8 -0.3 1.9
```
Forces are in eV/Å.

Results
Electronic energy = -766.6964 Eh
Energy relative to the best compared isomer or geometry (same formula, charge and spin) = 296.8 kJ/mol
HOMO-LUMO gap = 8.84 eV
LUMO = -0.13 eV

=====

6.
# C5H5FOS

C5H5FOS as an isolated structure in a non-equilibrium geometry (ωB97M-V with the def2-TZVPD basis set, OMol25).

Structure (XYZ):
```
13
Properties=species:S:1:pos:R:3:forces:R:3
C 0.8199 -0.2821 0.3949 2.1 2.0 4.1
C -0.2419 -1.1755 -0.0522 1.3 -2.3 -0.8
C -1.4473 -0.3605 -0.3976 1.6 -2.4 1.2
C -1.0818 1.0432 -0.1851 1.0 -2.8 -0.7
C 0.2129 1.0673 0.1694 -3.1 1.9 -0.1
H 2.6504 0.6888 -1.2340 0.0 -2.8 3.0
H 0.7171 -0.4994 1.5746 0.8 0.8 -2.2
H 0.2986 -2.1577 -0.3541 -1.9 1.2 -0.3
H -2.0967 -0.8251 -1.1035 -0.9 0.2 0.0
H -1.7620 1.8300 -0.2797 -0.6 1.2 0.0
O -1.2344 -1.2081 0.9048 -1.7 0.5 -1.4
F 0.5490 2.3313 0.4818 2.3 -0.3 0.6
S 2.6164 -0.4523 0.0807 -0.7 2.7 -3.4
```
Forces are in eV/Å.

Results
Electronic energy = -766.6482 Eh
Energy relative to the best compared isomer or geometry (same formula, charge and spin) = 423.3 kJ/mol
HOMO-LUMO gap = 9.29 eV
LUMO = -0.15 eV

=====

7.
# C5H5FOS

C5H5FOS as an isolated structure in a non-equilibrium geometry (ωB97M-V with the def2-TZVPD basis set, OMol25).

Structure (XYZ):
```
13
Properties=species:S:1:pos:R:3:forces:R:3
C -0.0451 0.2771 -1.3014 -1.4 2.3 0.4
C 1.1487 0.3800 -0.3394 0.5 -1.7 0.0
C 0.6729 1.3212 0.7939 0.9 -2.2 -1.7
C -0.6521 0.6999 0.9598 -4.9 1.2 2.8
C -0.9394 -0.3120 -0.1008 3.4 1.3 -0.9
H -0.3188 1.2843 -1.8201 0.0 -1.3 1.4
H 2.2036 0.4050 -0.7161 -1.1 0.0 0.3
H 0.6604 2.3331 0.5102 -0.2 1.4 -0.2
H 1.2584 1.1073 1.6481 0.6 0.3 1.0
H -1.8522 -0.8175 -0.1506 -1.4 -0.3 -0.2
O -1.4700 0.9763 1.8571 1.9 -0.5 -1.7
F 0.0479 -0.5590 -2.3422 0.5 -1.1 -0.6
S 0.5166 -1.3306 0.4174 1.1 0.5 -0.6
```
Forces are in eV/Å.

Results
Electronic energy = -766.7515 Eh
Energy relative to the best compared isomer or geometry (same formula, charge and spin) = 152.1 kJ/mol
HOMO-LUMO gap = 9.51 eV
LUMO = 0.35 eV

=====

8.
# C5H5FOS

One molecule with the formula C5H5FOS in a non-equilibrium geometry (ωB97M-V with the def2-TZVPD basis set, OMol25).

Structure (XYZ):
```
13
Properties=species:S:1:pos:R:3:forces:R:3
F -1.6250 1.9027 -0.4207 1.7 -0.2 -0.6
C -0.4831 1.1439 -0.3599 -1.8 -1.0 1.2
C 0.6760 1.4059 0.2339 0.5 -0.3 -0.8
C 1.3225 -0.0041 0.2475 1.2 1.8 4.0
O 1.5047 -0.7421 -0.8581 1.5 -0.6 -2.4
C 0.4180 -1.1266 -0.0337 0.3 3.1 -1.2
C -0.7576 -0.3947 -0.5871 -1.5 0.8 -2.6
S -2.3674 -0.8211 -0.0203 1.5 -0.8 4.5
H 1.1279 2.3841 0.6048 -0.8 -1.7 -0.6
H 2.0076 -0.1888 1.0914 0.2 0.3 -0.6
H 0.6435 -2.0164 0.4442 -0.9 -1.9 0.8
H -0.9092 -0.6426 -1.6616 0.8 0.5 0.3
H -1.5579 -0.9001 1.3195 -2.8 0.0 -2.1
```
Forces are in eV/Å.

Results
Electronic energy = -766.6744 Eh
Energy relative to the best compared isomer or geometry (same formula, charge and spin) = 354.6 kJ/mol
HOMO-LUMO gap = 9.84 eV
LUMO = 0.48 eV

=====

9.
# C5H5HgO5

C5H5HgO5 as an isolated structure in a non-equilibrium geometry (ωB97M-V with the def2-TZVPD basis set, OMol25).

Structure (XYZ):
```
16
Properties=species:S:1:pos:R:3:forces:R:3
O -1.2865 -0.9177 -2.1476 -0.1 0.9 -4.9
C -1.0919 -0.1353 -3.0218 0.9 -2.7 -1.1
O -0.7801 0.2696 -4.0641 -0.7 0.9 1.4
O -1.5402 -2.2623 0.8937 -0.6 -1.6 1.2
C -0.5349 -2.3007 1.6783 0.8 0.1 -0.2
C 0.5779 -1.5481 1.6443 0.0 -0.7 0.5
O 0.5831 -0.5892 0.5999 4.0 0.2 1.3
C 0.8436 0.7737 0.9759 0.4 0.1 0.4
C 0.3452 1.6316 -0.1797 0.5 -0.1 -0.2
O -0.9427 1.2649 -0.5820 0.2 3.5 -1.0
Hg -1.3681 -0.5522 -0.1264 -4.5 -0.7 3.1
H 1.5175 -1.7191 2.1653 -0.4 0.1 0.0
H 1.9212 0.9096 1.1508 -0.2 0.0 -0.1
H 0.3140 1.0032 1.9141 0.0 -0.1 -0.2
H 1.0384 1.4819 -1.0312 0.0 0.2 0.2
H 0.4036 2.6904 0.1304 -0.1 -0.3 -0.2
```
Forces are in eV/Å.

Results
Electronic energy = -722.9255 Eh
HOMO-LUMO gap (alpha / beta) = 8.16 / 7.80 eV
Spin multiplicity = 2
LUMO (alpha / beta) = -0.19 / -0.44 eV

=====

10.
# C5H5IN2O2S

One molecule with the formula C5H5IN2O2S in a non-equilibrium geometry (ωB97M-V with the def2-TZVPD basis set, OMol25).

Structure (XYZ):
```
16
Properties=species:S:1:pos:R:3:forces:R:3
O 3.5329 -2.6578 0.5439 0.3 -1.4 0.3
S 2.5575 -1.7936 0.0076 0.2 2.1 0.2
O 2.9914 -0.4673 -0.3261 0.0 0.3 -0.3
N 1.2837 -1.7216 1.0797 -4.0 0.9 -3.3
C -0.0187 -0.7552 0.4766 2.6 -0.9 1.3
C 0.1106 -0.0767 -0.7568 0.1 -1.8 -1.2
C -0.9370 0.7226 -1.2034 -0.1 0.7 -0.3
C -1.9103 0.9552 -0.2091 -1.4 0.6 -1.5
N -2.0395 0.3629 0.9634 1.0 -0.6 0.7
C -1.0974 -0.5029 1.3564 0.6 0.0 -1.7
I -1.4115 -1.5513 3.1338 0.2 0.2 -0.2
H 2.0166 -2.2288 -1.1565 -0.4 -0.6 0.6
H 1.5501 -1.1217 1.8130 0.9 0.7 1.5
H 0.8861 -0.4006 -1.5139 -0.8 0.8 1.3
H -0.9933 1.1812 -2.2970 0.2 -1.0 2.8
H -2.7823 1.5853 -0.4354 0.5 0.0 -0.1
```
Forces are in eV/Å.

Results
Electronic energy = -1149.3046 Eh
Energy relative to the best compared isomer or geometry (same formula, charge and spin) = 0.0 kJ/mol
HOMO-LUMO gap = 9.74 eV
LUMO = 0.13 eV

=====

- What is the electronic energy in the sixth record?
  -766.6482 Eh

=====

- Which of these has the lowest electronic energy?
  C5H5IN2O2S

=====

- Look up the electronic energy of the sixth one.
  -766.6482 Eh